The following is a DFT calculation (the ωB97M-V functional and the def2-TZVPD basis) of a 16-piece molecular cluster, C64H176N16O16 overall in a non-equilibrium geometry.

Computed properties:
Charge   0
Relative energy (zero: lowest compared OMol25 entry of this formula, charge and spin)   12.980 eV
Spin multiplicity   1
Orbital gap   9.10 eV
Highest occupied orbital energy   -0.3297 Ha

Geometry as XYZ:
```
272
Properties=species:S:1:pos:R:3:forces:R:3:mulliken_charge:R:1
C -0.270 -1.725 -7.645 -0.2424 -1.8537 0.3212 -1.25
C -0.068 -3.139 -6.929 0.4836 -1.2135 -2.5088 0.39
C 0.251 -4.330 -7.975 0.8258 2.9125 -0.1646 -0.81
O -0.800 -4.339 -8.924 0.5073 -0.8941 0.8969 -0.35
C -1.913 -4.980 -8.364 -0.9545 -0.8336 -0.8114 -0.72
N 1.055 -3.016 -6.029 -0.2438 0.1408 0.5417 -0.70
H -1.167 -1.647 -8.259 -0.2153 -0.2171 0.3418 0.31
H 0.535 -1.547 -8.359 0.3432 0.0040 0.3664 0.32
H -0.289 -0.975 -6.854 0.0128 0.1883 -0.1926 0.40
H -0.930 -3.584 -6.434 -0.5462 0.9674 0.2646 0.30
H 0.566 -5.284 -7.552 -1.0458 -0.3828 0.5752 0.31
H 1.178 -4.101 -8.500 -0.0548 0.6348 -0.3250 0.40
H -1.692 -5.931 -7.881 0.5281 -0.1944 0.0423 0.31
H -2.536 -5.242 -9.219 -0.3967 0.1915 0.1746 0.29
H -2.485 -4.429 -7.617 0.0178 0.5333 -0.1824 0.27
H 0.901 -2.121 -5.586 0.4805 0.2684 0.3592 0.24
H 0.867 -3.680 -5.292 0.4898 -0.2651 0.3306 0.30
C 8.193 1.889 -7.501 0.3576 -2.3507 -0.1541 -1.51
C 9.693 2.007 -7.097 -1.2435 1.7416 -1.9086 0.21
C 10.416 2.774 -8.253 1.2660 0.0405 0.7499 -0.79
O 9.999 4.139 -8.438 -1.1746 -1.2568 0.7226 -0.29
C 10.713 4.802 -9.447 -0.2251 0.1834 0.5251 -0.76
N 9.666 2.795 -5.890 -0.6502 0.1715 0.3501 -0.73
H 8.142 1.069 -8.217 -0.1120 0.0510 -0.4415 0.39
H 7.643 2.720 -7.942 0.6061 0.3994 0.2799 0.34
H 7.642 1.461 -6.664 -0.1329 0.3956 0.2583 0.45
H 10.102 1.009 -6.937 0.2522 0.0791 -0.2760 0.32
H 10.448 2.195 -9.176 -0.5291 0.0601 -0.3517 0.50
H 11.462 2.833 -7.951 0.4839 -0.0656 0.0926 0.40
H 10.283 5.792 -9.595 -0.4032 -0.1644 -0.0625 0.23
H 10.625 4.211 -10.359 0.6160 0.2125 -0.2750 0.32
H 11.711 5.019 -9.067 0.5495 -0.4403 -0.5464 0.30
H 8.864 3.340 -6.175 -0.0075 1.0252 1.2274 0.34
H 10.428 3.448 -5.779 0.3382 -0.0769 -0.1820 0.28
C 0.793 -7.766 4.228 -0.0680 -0.4328 -0.3030 -1.34
C 1.320 -7.435 5.618 -0.2859 -0.7104 -0.4287 0.48
C 0.282 -7.897 6.672 -0.2487 1.6445 0.3830 -0.66
O -0.788 -6.930 6.658 1.0886 0.2832 0.2888 -0.30
C -1.661 -7.031 7.754 -0.4259 -0.4203 -0.4463 -0.72
N 2.682 -7.957 5.780 0.0772 -0.9973 0.0545 -0.73
H 1.396 -7.253 3.479 -0.2790 0.1357 -0.0780 0.31
H -0.263 -7.496 4.199 0.0842 0.4641 -0.2443 0.34
H 0.788 -8.819 3.944 0.3389 -0.2952 0.3719 0.34
H 1.369 -6.349 5.541 -0.0278 0.0930 0.9806 0.25
H 0.771 -7.898 7.646 0.0284 0.0531 0.3159 0.36
H -0.211 -8.862 6.554 0.4957 -0.4617 -0.5253 0.36
H -2.027 -8.057 7.769 -0.6758 -0.0756 0.0993 0.30
H -2.438 -6.288 7.576 -0.2090 -0.3243 0.0413 0.24
H -1.281 -6.859 8.761 0.8025 0.2872 -0.0545 0.28
H 3.203 -7.789 6.629 -0.3675 1.3874 0.3768 0.24
H 2.635 -8.957 5.915 -0.3224 -0.6225 -0.8344 0.25
C 2.569 -0.107 0.552 -0.8501 -1.9256 2.7488 -1.33
C 1.201 0.048 -0.092 0.9005 0.6565 -0.7815 0.32
C 0.091 0.763 0.789 0.7922 0.0273 0.4915 -0.65
O -0.265 0.133 2.018 0.0845 -0.0889 -0.9538 -0.37
C -0.730 -1.155 1.722 0.0125 -0.7070 0.5445 -0.76
N 1.575 0.906 -1.214 -2.1043 1.5336 -0.5742 -0.75
H 2.477 -0.897 1.297 0.2831 -0.3054 0.4482 0.25
H 2.816 0.757 1.168 0.1645 0.3054 -0.4073 0.35
H 3.402 -0.434 -0.070 -0.3497 0.3879 -0.3989 0.44
H 0.802 -0.860 -0.544 0.0475 -0.2734 0.4166 0.34
H -0.855 0.897 0.265 0.2633 0.0929 -0.6939 0.43
H 0.440 1.726 1.164 0.2713 0.2795 -0.6109 0.31
H -1.441 -1.445 2.495 0.3692 -0.2734 0.1936 0.28
H 0.150 -1.793 1.645 -0.2152 -0.6081 0.2913 0.24
H -1.264 -1.277 0.780 -0.1228 0.5440 -0.3023 0.34
H 2.295 0.528 -1.814 0.0280 -0.1295 0.3248 0.26
H 1.920 1.721 -0.726 0.4312 0.4819 -0.7316 0.29
C 7.617 -5.410 -3.221 0.8528 -0.4578 0.9530 -1.38
C 7.513 -6.957 -3.063 -0.9622 1.2860 -1.2388 0.38
C 6.866 -7.559 -1.802 0.3615 1.3376 -0.9929 -0.60
O 6.755 -8.982 -1.926 0.8372 2.6280 -0.6102 -0.31
C 6.149 -9.531 -0.821 -0.5555 -1.4868 0.1843 -0.73
N 6.788 -7.271 -4.275 0.4082 -1.4634 -0.3997 -0.68
H 8.264 -5.044 -2.424 -0.3175 0.6427 0.0854 0.37
H 6.678 -4.870 -3.337 -0.2966 -0.2250 0.7779 0.35
H 8.094 -5.168 -4.171 0.3723 -0.4803 0.0552 0.38
H 8.531 -7.339 -3.134 0.0429 -0.2203 -0.0675 0.26
H 5.882 -7.120 -1.634 -0.3976 -0.0727 -0.1958 0.30
H 7.480 -7.106 -1.023 0.3209 -1.0329 0.9252 0.29
H 6.880 -9.667 -0.024 -0.1507 -0.2338 0.2602 0.27
H 5.762 -10.464 -1.232 0.1648 -0.5054 0.7000 0.26
H 5.264 -9.024 -0.439 0.0459 0.6152 -0.0562 0.33
H 5.926 -6.747 -4.329 -0.1724 -0.1732 0.0994 0.24
H 6.608 -8.264 -4.232 -0.5601 -0.1543 -0.4773 0.28
C -6.433 2.200 9.306 -0.0434 -0.5571 1.0771 -1.34
C -7.419 1.266 8.462 2.7635 1.5990 -0.4318 0.44
C -8.665 2.030 7.940 0.4536 -0.8185 -0.1636 -0.62
O -9.264 2.749 8.967 0.2927 -0.4140 0.3341 -0.32
C -10.654 2.974 8.791 1.4737 0.8594 0.9303 -0.76
N -6.619 0.919 7.251 -0.7593 -0.2574 -0.7286 -0.72
H -6.611 2.406 10.361 -1.4427 0.4617 -0.0182 0.37
H -6.109 3.135 8.847 -0.4866 -0.0102 -0.3756 0.30
H -5.502 1.697 9.565 0.3071 -0.7441 -1.0615 0.41
H -7.564 0.359 9.049 -0.5876 0.0965 -0.1937 0.29
H -9.402 1.441 7.395 -0.0560 -1.0018 0.4825 0.42
H -8.359 2.648 7.096 0.6054 0.7845 0.1294 0.19
H -10.759 3.420 7.802 -0.8310 -0.1062 -0.0136 0.34
H -10.768 3.706 9.591 -0.9813 0.2293 -0.3135 0.25
H -11.252 2.095 9.031 -0.0891 -0.1174 -0.5012 0.28
H -5.798 0.337 7.336 -0.2908 -0.3694 0.8289 0.26
H -6.233 1.750 6.825 -0.3279 0.3738 0.0087 0.22
C -2.189 -7.533 -3.103 -0.2992 0.4967 -0.2784 -1.33
C -1.078 -8.510 -2.820 -0.9191 0.1931 0.0227 0.54
C -1.590 -9.824 -3.400 2.6532 -1.7812 -1.5313 -0.77
O -2.872 -10.259 -3.237 -3.3183 -0.4038 0.0829 -0.37
C -3.430 -11.239 -4.219 2.6898 1.0388 0.6140 -0.72
N 0.183 -8.041 -3.429 0.4210 -0.5577 0.1500 -0.70
H -3.131 -7.913 -2.707 0.0642 0.2511 0.2677 0.35
H -2.336 -7.533 -4.183 0.0085 0.1458 -0.2450 0.25
H -1.992 -6.500 -2.814 0.0309 -0.1400 0.2619 0.34
H -0.920 -8.663 -1.753 0.1058 0.3438 0.0827 0.31
H -0.919 -10.610 -3.054 0.4027 -0.3796 0.3281 0.35
H -1.321 -9.776 -4.455 -0.2402 0.2286 -0.6600 0.36
H -3.458 -10.805 -5.219 -0.6208 0.4582 0.0841 0.32
H -4.360 -11.699 -3.884 0.2084 0.5358 0.1945 0.24
H -2.640 -11.979 -4.341 -0.1840 -0.6062 0.2486 0.32
H 0.335 -8.343 -4.380 -1.0088 0.2104 -0.7178 0.24
H 1.002 -8.506 -3.064 0.0131 -0.0118 1.0782 0.28
C 3.648 7.194 -5.435 0.5281 -0.0225 -1.5164 -1.20
C 4.105 6.883 -6.944 0.5339 -0.8055 2.2439 0.34
C 2.971 6.776 -7.982 1.6389 0.9274 0.6108 -0.73
O 3.663 6.561 -9.218 -2.0610 -0.6048 0.0848 -0.27
C 2.734 6.510 -10.304 0.6721 -0.2047 -0.5776 -0.83
N 5.273 7.733 -7.284 -1.0926 -0.0318 -0.4533 -0.71
H 2.697 7.725 -5.392 -0.1863 -0.3234 0.1836 0.33
H 4.392 7.824 -4.947 0.0600 0.0912 -0.3074 0.36
H 3.688 6.251 -4.889 -0.6779 0.1001 0.0986 0.29
H 4.527 5.884 -6.835 0.0327 -0.1697 -0.3080 0.20
H 2.431 7.721 -7.933 -0.1554 0.4426 -0.6076 0.35
H 2.223 6.021 -7.742 0.2529 -0.4503 -0.0567 0.41
H 1.830 5.904 -10.245 -0.2931 0.0266 1.2952 0.32
H 3.200 5.951 -11.116 0.5899 0.7167 -0.2731 0.28
H 2.450 7.532 -10.559 -0.0239 -0.0444 -0.3834 0.30
H 5.847 7.242 -7.954 0.1187 -0.3145 -0.0452 0.30
H 4.901 8.479 -7.854 0.0659 0.6608 0.0146 0.26
C 2.597 0.366 7.825 0.6506 0.3008 1.3146 -1.44
C 1.567 -0.555 8.521 1.1984 0.8288 0.5563 0.66
C 1.760 -0.614 10.096 0.7899 -0.5941 -1.0377 -0.62
O 2.974 -1.304 10.423 -0.4462 0.2831 -0.4494 -0.34
C 2.886 -2.716 10.300 0.9961 0.2718 0.5084 -0.70
N 0.274 0.010 8.220 -0.3735 -0.2107 -0.0997 -0.73
H 2.404 0.554 6.769 -0.3708 -0.0538 0.0937 0.36
H 3.627 0.013 7.890 -0.0694 -0.5099 0.0157 0.32
H 2.642 1.297 8.389 -0.2881 0.3782 -0.3175 0.33
H 1.769 -1.499 8.016 -0.4383 -0.7173 0.5884 0.11
H 0.955 -1.068 10.675 -0.5482 -0.5360 -0.5415 0.34
H 1.784 0.380 10.543 0.5256 0.2534 -0.4331 0.37
H 2.700 -3.121 9.306 -0.6495 0.3641 -0.1574 0.27
H 2.220 -3.105 11.070 -0.2821 -0.2509 -0.1983 0.29
H 3.893 -3.079 10.506 0.0257 0.0022 0.3160 0.26
H 0.195 -0.070 7.216 -0.4696 0.2885 -0.2193 0.27
H -0.453 -0.570 8.613 -0.2512 -0.0985 0.0448 0.25
C 8.953 -3.151 6.351 2.0238 0.4773 -0.7189 -1.18
C 8.667 -2.758 4.855 -0.6306 0.3680 2.2866 0.25
C 9.377 -3.579 3.832 0.9670 -0.7530 -0.7478 -0.81
O 10.776 -3.824 4.008 -0.6039 -0.7912 0.6256 -0.39
C 11.607 -2.703 3.855 -0.2457 -0.1117 -0.6355 -0.67
N 7.209 -2.993 4.747 1.1379 0.7693 -0.1172 -0.69
H 9.948 -3.588 6.437 0.1488 -0.4705 -0.2791 0.32
H 8.267 -3.864 6.807 -0.2743 0.3508 -0.2853 0.34
H 9.130 -2.268 6.965 -0.8860 0.1507 0.0986 0.29
H 8.905 -1.715 4.648 -0.1718 0.1958 0.4442 0.36
H 9.226 -3.167 2.835 -0.0397 0.4728 -0.2415 0.43
H 8.846 -4.529 3.772 0.5657 -0.5434 0.2040 0.38
H 12.653 -3.005 3.800 -0.1133 -0.3358 0.2692 0.25
H 11.489 -1.988 4.669 -0.0817 0.2629 -0.1035 0.26
H 11.376 -2.302 2.868 0.0243 0.7903 0.0055 0.32
H 6.906 -2.557 3.888 -0.4763 -0.5374 -0.3683 0.27
H 7.264 -4.000 4.699 -1.3560 -0.2874 -0.4394 0.29
C 0.186 9.246 1.743 1.1282 -0.4160 0.1209 -1.29
C 0.895 8.421 2.839 -0.4999 0.2747 1.9067 0.36
C -0.079 7.762 3.879 -0.1977 -0.6898 0.5172 -0.68
O 0.594 7.377 5.097 0.3306 0.2905 0.2869 -0.33
C -0.146 6.570 6.038 0.8718 -0.1183 -1.0194 -0.73
N 1.885 7.449 2.347 -1.0271 0.9895 -0.2953 -0.70
H 0.926 9.975 1.414 -0.0632 0.1473 -0.0599 0.32
H -0.665 9.800 2.139 -0.1226 -0.2808 -0.1707 0.36
H -0.018 8.666 0.843 -0.5337 -0.1446 0.1725 0.32
H 1.404 9.167 3.450 0.3758 0.0008 0.0361 0.26
H -0.507 6.846 3.470 -0.1605 -0.2340 -0.4483 0.30
H -0.926 8.373 4.189 -0.0573 0.5302 -0.3469 0.38
H -1.089 7.001 6.375 -0.1174 0.1184 -0.2947 0.27
H 0.468 6.369 6.916 0.2490 0.5684 -0.0653 0.26
H -0.257 5.577 5.603 -0.6418 -0.0964 -0.1702 0.31
H 2.342 7.044 3.151 0.0110 -0.2242 0.0820 0.32
H 1.277 6.759 1.932 0.4522 -0.7250 -0.2523 0.27
C -9.432 8.510 3.750 0.6277 -0.1963 -2.5435 -1.43
C -8.685 7.868 4.847 0.3523 -0.4528 1.5734 0.80
C -7.161 7.898 4.762 0.2160 2.3755 -0.8061 -0.91
O -6.710 7.532 3.496 0.9871 -0.9056 0.0625 -0.36
C -6.519 6.143 3.431 -0.8590 -0.1507 -1.4218 -0.73
N -9.141 8.586 6.020 -0.1016 -0.2385 0.8686 -0.78
H -9.395 9.600 3.748 0.0521 -0.0633 0.2967 0.35
H -10.460 8.169 3.631 -0.0552 0.0363 0.4149 0.40
H -8.916 8.170 2.852 -0.2313 0.2193 -0.5253 0.32
H -9.013 6.833 4.940 0.1134 -0.4607 -0.3126 0.16
H -6.547 7.444 5.540 -0.5996 -0.6636 0.3562 0.45
H -6.813 8.930 4.778 -0.5135 0.5046 0.5251 0.31
H -7.511 5.692 3.454 -0.0486 -0.5522 0.0504 0.30
H -5.912 5.678 4.209 0.2876 0.3812 0.1563 0.30
H -6.106 5.978 2.436 0.2007 -0.3879 0.1657 0.26
H -8.771 8.145 6.850 0.1133 -0.0221 0.4179 0.24
H -10.112 8.308 5.993 -0.5368 0.5670 0.7292 0.29
C -8.473 -4.273 -6.162 1.6707 -0.8746 0.1042 -1.38
C -8.855 -3.015 -5.472 -1.8879 2.7894 -1.0385 0.59
C -7.887 -1.812 -5.594 1.0235 -1.5408 1.2427 -0.81
O -6.670 -2.261 -4.885 -0.8224 1.9610 -1.3361 -0.30
C -5.707 -1.203 -4.783 -0.6924 -0.5441 1.1625 -0.82
N -10.119 -2.551 -6.138 -0.2489 -0.6161 0.0579 -0.72
H -9.124 -5.116 -5.932 -0.2908 0.2844 -0.2151 0.36
H -7.481 -4.583 -5.834 0.1136 -0.0185 0.2768 0.33
H -8.320 -4.148 -7.234 -0.4967 0.1070 -0.1604 0.34
H -9.112 -3.190 -4.427 0.3115 -0.0096 0.0594 0.21
H -8.274 -0.861 -5.228 -0.3539 -0.2215 1.4139 0.40
H -7.786 -1.428 -6.609 0.9310 -1.0854 -0.8140 0.38
H -4.901 -1.629 -4.185 0.6583 -0.1172 -0.9734 0.28
H -6.006 -0.415 -4.092 -0.8072 0.3151 -0.0400 0.31
H -5.519 -0.719 -5.741 0.6134 -0.3858 -0.0778 0.30
H -10.389 -1.589 -5.990 0.2269 0.1055 0.4554 0.24
H -10.036 -2.653 -7.139 0.0597 -0.1480 -0.1146 0.26
C -9.237 -3.314 1.611 0.9006 1.1946 -2.5926 -1.43
C -10.606 -3.445 2.183 0.5953 -2.1942 -0.3596 0.60
C -11.523 -4.418 1.351 -0.1074 1.0881 0.9413 -0.87
O -12.786 -3.766 1.124 0.2697 -1.2798 -0.8965 -0.36
C -12.722 -2.801 0.113 -0.0912 1.2480 -0.2088 -0.66
N -10.322 -4.117 3.434 -1.1755 0.1447 1.4681 -0.77
H -8.594 -4.186 1.491 -0.6846 -0.6152 0.6117 0.36
H -8.564 -2.576 2.048 -0.3984 0.2649 0.3293 0.35
H -9.394 -3.029 0.570 0.3477 0.5686 -0.3572 0.34
H -11.138 -2.500 2.295 0.0941 0.1310 -0.0892 0.37
H -11.723 -5.294 1.967 -0.2395 0.0865 0.0527 0.45
H -11.027 -4.821 0.468 -0.1720 0.4497 -0.4875 0.32
H -12.405 -3.045 -0.901 0.6243 -1.0950 0.1094 0.27
H -12.068 -1.999 0.458 0.0194 0.3871 -0.1955 0.27
H -13.700 -2.382 -0.123 -0.2799 -0.0408 0.7992 0.27
H -10.143 -3.376 4.095 0.5253 -0.0062 0.4846 0.25
H -11.201 -4.490 3.766 -0.2225 -0.3305 0.3868 0.24
C -3.209 5.745 -4.236 -0.2059 -0.6064 -0.2929 -1.48
C -3.879 6.043 -5.621 0.3511 0.2650 1.2777 0.49
C -5.378 5.619 -5.661 0.0270 0.3951 0.8956 -0.72
O -6.139 5.968 -6.808 1.3969 0.3812 -1.1753 -0.37
C -5.513 5.726 -8.105 -0.9784 -1.4543 1.0665 -0.73
N -3.718 7.460 -5.897 -0.6425 0.7728 -0.7895 -0.64
H -2.834 4.722 -4.223 -0.7143 -0.3687 0.3190 0.38
H -3.876 5.986 -3.409 -0.3390 -0.4831 -0.0016 0.32
H -2.293 6.250 -3.930 0.0273 0.8172 -0.9977 0.41
H -3.313 5.493 -6.373 -0.0444 -0.0426 -0.1466 0.20
H -5.907 6.165 -4.879 0.2014 0.2792 0.2725 0.31
H -5.537 4.587 -5.348 0.3164 -0.5413 -0.5277 0.40
H -5.341 4.652 -8.183 0.0525 -0.3357 -0.0473 0.31
H -4.532 6.157 -8.302 -0.2948 0.7676 0.2117 0.32
H -6.300 5.932 -8.831 0.4052 0.4966 -0.0486 0.27
H -3.960 8.069 -5.128 0.4667 -0.3591 0.9737 0.27
H -4.503 7.726 -6.475 -0.0186 0.0113 -0.9897 0.26
C 7.697 4.880 0.681 0.6352 -0.0945 0.3050 -1.35
C 8.761 3.926 1.417 -1.9030 0.8669 -2.1713 0.42
C 8.672 3.855 2.901 -1.3154 1.1952 1.0482 -0.52
O 8.999 5.130 3.405 0.5217 1.2051 -0.4941 -0.33
C 8.632 5.458 4.733 0.9117 -1.3722 -0.1603 -0.74
N 8.558 2.577 0.893 0.7266 -0.4821 0.1656 -0.78
H 7.639 4.749 -0.399 1.1711 -0.1475 -0.3033 0.37
H 7.895 5.936 0.865 0.0470 -0.0874 0.1170 0.32
H 6.628 4.715 0.810 0.0189 -0.3967 1.3523 0.35
H 9.778 4.201 1.137 -0.0027 0.8664 0.0964 0.26
H 9.298 3.058 3.301 0.3007 -0.0798 0.1368 0.27
H 7.647 3.698 3.235 -0.2892 -0.7134 -0.3025 0.32
H 8.806 4.531 5.280 -0.0105 0.1391 0.7956 0.33
H 7.603 5.760 4.923 -0.1908 0.1489 -0.5366 0.27
H 9.340 6.220 5.058 -0.2361 0.0129 0.1095 0.24
H 9.474 2.211 1.110 0.0609 -1.2347 0.2233 0.28
H 8.640 2.616 -0.112 -0.4523 0.1631 -0.3872 0.27
```
Forces are in eV/Å.